(1)
Molecular formula: C3H14CdNOS
Method: DFT, the ωB97M-V functional and the def2-TZVPD basis

Atoms and positions in Å:
1 C -0.11312 4.10214 0.52433
2 Cd -0.30276 1.97613 0.20993
3 N -0.32867 1.22262 -2.07178
4 H 0.72552 0.47504 2.55588
5 H 1.23701 1.00740 2.36162
6 H 0.32465 4.26681 1.52629
7 H -1.04496 4.68974 0.42344
8 H 0.60219 4.46130 -0.23960
9 H -1.15455 0.65792 -2.30592
10 H 0.48769 0.61653 -2.22429
11 H -0.27782 2.03457 -2.68839
12 C -1.00364 -3.38271 0.67140
13 S -0.57914 -1.71519 0.14318
14 C 1.20997 -1.91426 0.01251
15 O -1.14260 -1.50983 -1.24454
16 H -0.40806 -3.69363 1.53212
17 H -0.87149 -4.08790 -0.14720
18 H -2.05086 -3.35354 0.97786
19 H 1.42387 -2.76966 -0.63019
20 H 1.65334 -1.00249 -0.39729
21 H 1.61341 -2.08100 1.01065

energy relative to the best compared isomer or geometry (same formula, charge and spin): 0.0 kcal/mol
charge: -1
HOMO energy (spin up / spin down): 0.01 / 0.01 eV
frontier orbital gap (spin up / spin down): 0.108 / 0.108 Ha



(2)
Molecular formula: C3H14IO4
Method: DFT, the ωB97M-V functional and the def2-TZVPD basis

Atoms and positions in Å:
1 I 1.39982 2.14986 -0.90187
2 O -1.75437 3.20981 0.67301
3 H -1.53974 4.14608 0.71313
4 H -1.03205 2.82602 0.13896
5 O 1.02353 2.43655 2.62067
6 H 1.18725 2.52854 1.65781
7 H 0.47660 3.19503 2.84365
8 O 4.45320 0.65137 0.41172
9 H 3.75731 1.16572 -0.04016
10 H 4.48153 -0.17877 -0.07196
11 C -0.62268 -1.68907 -1.84522
12 C -1.22131 -1.45732 -0.47755
13 C -1.68428 -2.75674 0.16365
14 O -0.23588 -0.86950 0.38473
15 H -0.31696 -0.77312 -2.35948
16 H -1.30911 -2.21345 -2.52096
17 H 0.29707 -2.28169 -1.85445
18 H -2.04371 -0.73519 -0.50557
19 H -0.86903 -3.47904 0.15520
20 H -2.60656 -3.15765 -0.26249
21 H -1.97950 -2.58776 1.20425
22 H 0.13887 -0.12968 -0.12708

energy relative to the best compared isomer or geometry (same formula, charge and spin): 5.6 kcal/mol
charge: -1
HOMO energy: -4.86 eV
frontier orbital gap: 0.300 Ha



(3)
Molecular formula: C3H14N2O2
Method: DFT, the ωB97M-V functional and the def2-TZVPD basis

Atoms and positions in Å:
1 N -2.69809 2.13423 0.06325
2 C -1.76932 1.37273 -0.81302
3 C -0.94816 0.35661 -0.00901
4 C -0.11868 -0.50139 -0.93512
5 N 0.63163 -1.48461 -0.03805
6 H -3.12594 2.85181 -0.48187
7 H -2.20701 2.46707 0.88226
8 H -1.10971 2.12514 -1.26096
9 H -2.36109 0.84148 -1.55520
10 H -0.29666 0.83456 0.71783
11 H -1.78109 -0.21330 0.42216
12 H 0.68596 0.01786 -1.44408
13 H -0.77180 -1.05780 -1.60765
14 H -0.14559 -2.06301 0.27726
15 H 1.15112 -2.10357 -0.66301
16 H 2.06069 -2.41062 3.47909
17 H 1.93723 -1.84377 2.04130
18 O 2.18144 -2.64202 2.54560
19 H 2.55863 -0.19809 -0.35528
20 H 3.29857 1.01644 -0.29230
21 O 2.82787 0.50026 -0.97319

2S+1: 2
energy relative to the best compared isomer or geometry (same formula, charge and spin): 13.3 kcal/mol
charge: -1
HOMO energy (spin up / spin down): 1.09 / -6.45 eV
frontier orbital gap (spin up / spin down): 0.093 / 0.367 Ha